Version P
6
Properties=species:S:1:pos:R:3 method="wB97M-V/def2-TZVPD" spin_multiplicity=1 lumo_energy_ev="-1.59 / -1.63" homo_energy_ev="-8.57 / -8.55"
C -1.102 -0.115 0.424
C -1.959 -0.051 -0.419
P 2.958 1.300 0.312
Br 3.037 -0.861 -0.101
H -0.489 -0.183 1.165
H -2.445 -0.090 -1.381

***

Version Q
6
Properties=species:S:1:pos:R:3 method="wB97M-V/def2-TZVPD" spin_multiplicity=1 lumo_energy_ev=-0.63 smiles=C#CPBr homo_energy_ev=-9.37
C 1.414 -0.091 0.417
C 0.328 0.043 -0.165
P -1.267 0.538 -0.895
Br -2.164 -1.433 -0.219
H 2.395 -0.326 0.851
H -0.707 1.269 0.010

***

Which of them is the least stable? Correct choice: version P.

***

Version P
15
Properties=species:S:1:pos:R:3 method="wB97M-V/def2-TZVPD" spin_multiplicity=1 lumo_energy_ev="-1.02 / -0.09" homo_energy_ev="-8.93 / -8.43"
C 2.083 0.377 0.377
C -2.718 -0.877 0.133
C 0.849 -0.439 0.558
N -0.130 0.927 -1.765
O -0.316 1.884 0.587
S -0.385 0.694 -0.279
H 2.056 1.280 1.026
H 3.098 -0.202 0.429
H 2.231 0.596 -0.607
H -2.517 -1.216 1.105
H -3.169 0.053 -0.053
H -2.280 -1.326 -0.717
H 0.505 -0.525 1.578
H 0.916 -1.386 0.139
H -0.224 0.160 -2.512

***

Version Q
15
Properties=species:S:1:pos:R:3 method="wB97M-V/def2-TZVPD" spin_multiplicity=1 lumo_energy_ev=0.75 smiles="NC=O.CSC" homo_energy_ev=-8.50
N -1.476 1.925 0.076
C -0.979 2.327 -1.119
O -0.790 1.463 -1.974
H -1.646 2.588 0.854
H -1.555 0.981 0.434
H -0.975 3.410 -1.273
C 1.684 -0.654 -0.517
S 0.670 -0.460 1.036
C 0.033 -2.107 1.255
H 1.165 -0.537 -1.561
H 2.509 0.053 -0.404
H 1.915 -1.649 -0.583
H -0.593 -2.184 2.122
H 0.829 -2.836 1.128
H -0.793 -2.320 0.527

***

Version R
15
Properties=species:S:1:pos:R:3 method="wB97M-V/def2-TZVPD" spin_multiplicity=1 lumo_energy_ev=0.70 smiles=N[C@H](CO)CS homo_energy_ev=-8.71
N -1.861 -0.427 0.151
C -0.553 0.323 0.081
C 0.239 -0.362 -1.046
O 1.500 0.196 -1.397
C 0.217 0.119 1.378
S 1.643 1.330 1.410
H -2.230 -0.278 -0.778
H -2.457 0.010 0.858
H -0.787 1.374 -0.069
H -0.383 -0.402 -1.982
H 0.321 -1.413 -0.607
H 2.032 -0.535 -1.815
H -0.340 0.183 2.330
H 0.523 -1.000 1.272
H 2.134 0.882 0.214

***

Which of them is the least stable? Correct choice: version P.

***

Version P
8
Properties=species:S:1:pos:R:3 method="wB97M-V/def2-TZVPD" spin_multiplicity=1 lumo_energy_ev=-1.08 homo_energy_ev=-10.03
C -0.680 -1.738 0.444
N 0.330 -2.349 0.280
N -0.028 0.149 -0.525
O 0.612 -1.162 -2.484
O 1.424 -2.045 -0.204
S 1.184 -0.420 -1.391
I -2.630 -2.125 0.936
H 0.292 0.870 0.111

***

Version Q
8
Properties=species:S:1:pos:R:3 method="wB97M-V/def2-TZVPD" spin_multiplicity=1 lumo_energy_ev=-0.34 homo_energy_ev=-10.00
C 1.274 -0.551 0.589
N 1.467 -1.572 1.269
N 0.050 -0.039 0.317
O -0.401 -1.721 3.266
O -0.895 -0.969 0.889
S -0.134 -2.129 1.900
I 2.930 0.461 -0.195
H -0.026 0.134 -0.666

***

Which of them is the least stable? Correct choice: version P.

***

Version P
10
Properties=species:S:1:pos:R:3 method="wB97M-V/def2-TZVPD" spin_multiplicity=1 lumo_energy_ev=0.14 smiles="C[Si](C)=S" homo_energy_ev=-8.44
C 0.611 0.212 -1.440
Si 0.443 -0.404 0.289
C -1.004 0.152 1.239
S 1.869 -1.664 1.136
H 1.530 -0.123 -1.942
H -0.221 -0.211 -2.009
H 0.593 1.293 -1.478
H -1.178 1.188 0.988
H -0.786 -0.015 2.296
H -1.856 -0.426 0.919

***

Version Q
10
Properties=species:S:1:pos:R:3 method="wB97M-V/def2-TZVPD" spin_multiplicity=1 lumo_energy_ev=0.35 smiles="C=C[SiH2]S" homo_energy_ev=-9.14
C -0.782 -0.810 1.299
C -0.909 -0.403 0.013
Si 0.661 -0.110 -0.925
S 1.607 1.787 -0.242
H -1.627 -1.123 1.957
H 0.093 -1.386 1.607
H -1.760 0.016 -0.439
H 0.207 0.283 -2.281
H 1.959 -0.949 -1.196
H 0.551 2.695 0.206

***

Which of them is the least stable? Correct choice: version Q.

***

Version P
18
Properties=species:S:1:pos:R:3 method="wB97M-V/def2-TZVPD" spin_multiplicity=1 lumo_energy_ev=0.73 smiles=CC(C)O.O.O homo_energy_ev=-10.61
C 0.791 -0.902 -0.248
C 0.924 0.613 -0.062
C -0.374 1.294 0.284
O 1.244 1.153 -1.401
H -0.138 -1.266 0.207
H 1.508 -1.519 0.296
H 0.835 -1.220 -1.283
H 1.736 0.955 0.572
H -0.903 1.871 -0.478
H -0.152 2.028 1.071
H -1.237 0.757 0.691
H 2.135 0.927 -1.626
O -2.196 -2.324 4.160
H -2.448 -3.250 4.114
H -1.606 -2.311 4.950
O 0.115 1.073 -4.096
H -0.826 1.008 -3.882
H 0.593 1.114 -3.270

***

Version Q
18
Properties=species:S:1:pos:R:3 method="wB97M-V/def2-TZVPD" spin_multiplicity=1 lumo_energy_ev=0.45 smiles="C=CC.O.O.O" homo_energy_ev=-9.29
C -1.211 -0.956 -0.573
C -1.324 -2.182 -0.079
C -0.642 -2.641 1.142
H -1.632 -0.694 -1.581
H -0.772 0.015 0.119
H -1.773 -2.909 -0.686
H 0.368 -2.848 0.895
H -0.682 -1.826 1.950
H -0.931 -3.690 1.464
O 0.136 3.448 -0.018
H -0.849 3.396 0.292
H 0.098 2.827 -0.862
O 1.324 1.491 -2.562
H 0.940 1.996 -3.273
H 2.142 1.935 -2.374
O 1.552 0.517 2.021
H 2.016 0.899 2.727
H 1.240 1.219 1.398

***

Which of them is the least stable? Correct choice: version Q.

***

Version P
7
Properties=species:S:1:pos:R:3 method="wB97M-V/def2-TZVPD" spin_multiplicity=1 lumo_energy_ev=-2.05 homo_energy_ev=-9.42
C 0.883 0.348 -0.113
C -0.637 0.649 -0.238
H -0.189 -1.968 0.773
H -1.116 1.641 -0.510
O 1.770 1.145 0.173
S 1.219 -1.408 -0.117
S -1.930 -0.407 0.033

***

Version Q
7
Properties=species:S:1:pos:R:3 method="wB97M-V/def2-TZVPD" spin_multiplicity=1 lumo_energy_ev=-0.28 homo_energy_ev=-8.16
C 1.828 -0.742 0.451
C -2.100 0.453 0.330
O 1.511 -0.838 -0.754
S -2.734 1.788 0.772
S -1.531 -0.853 -0.271
H 1.840 0.234 0.928
H 1.187 -0.043 -1.456

***

Which of them is the least stable? Correct choice: version Q.